Molecular formula: C36H38CrO2P2
Method: DFT, ωB97M-V with the def2-TZVPD basis set

Its molar mass is 616.6 g mol⁻¹. Its frontier orbital gap (alpha / beta) is 5.0 / 4.6 eV. As for the spin multiplicity: 5. The value obtained for the HOMO energy (alpha / beta) is -5.13 / -4.84 eV. The calculation puts the strongest force on any atom at 3.1 eV Å⁻¹. Its expectation value of S² is 6.36.

Geometry (Å):
Cr1 -1.328 -1.168 0.689
P1 -1.162 -0.273 -1.893
P2 -0.516 0.847 1.576
O1 -3.013 -0.909 1.600
O2 -4.530 -1.209 3.268
C1 -1.490 -3.035 -2.461
C2 4.395 -1.358 -0.452
C3 -1.074 4.384 3.483
C4 -1.243 2.212 2.437
C5 -3.808 -1.641 2.372
C6 3.836 1.672 -0.571
C7 -1.322 0.358 -4.635
C8 1.217 -3.350 -3.108
C9 -2.428 4.292 3.836
C10 -1.002 -4.288 -2.828
C11 3.095 0.611 -1.341
C12 -1.585 0.749 -3.325
C13 4.358 -0.907 1.029
C14 3.500 1.943 0.920
C15 -3.200 3.175 3.474
C16 0.030 -2.936 2.961
C17 0.327 1.337 0.102
C18 -0.620 -1.920 -2.422
C19 -2.621 2.262 -5.403
C20 -2.816 2.689 -4.082
C21 0.147 -1.833 2.079
C22 -1.854 1.125 -5.682
C23 3.037 -0.437 1.574
C24 3.387 -0.698 -1.342
C25 0.058 -1.439 4.859
C26 -2.269 1.943 -3.040
C27 0.031 0.874 -1.167
C28 2.732 0.869 1.654
C29 -2.616 2.121 2.783
C30 0.357 -4.455 -3.120
C31 0.027 -2.734 4.332
C32 -0.476 3.353 2.756
C33 0.095 -0.480 2.639
C34 0.713 -2.081 -2.820
C35 0.085 -0.316 4.031
C36 -2.869 -0.545 -1.302
H1 1.037 2.164 0.180
H2 3.021 -1.359 -2.125
H3 -3.086 2.822 -6.215
H4 -2.551 -2.915 -2.226
H5 -1.684 -5.142 -2.902
H6 2.276 -3.476 -3.345
H7 -0.724 -0.534 -4.829
H8 0.570 3.408 2.431
H9 2.394 1.020 -2.071
H10 -2.897 5.095 4.409
H11 0.741 -5.441 -3.380
H12 0.515 1.485 -1.944
H13 -1.678 0.815 -6.713
H14 2.411 -1.224 2.000
H15 -3.249 0.376 -0.841
H16 3.670 2.622 -1.110
H17 1.339 -1.192 -2.903
H18 5.134 -0.137 1.148
H19 4.670 -1.778 1.628
H20 2.010 1.240 2.385
H21 0.054 0.691 4.462
H22 0.484 -1.953 1.007
H23 -0.485 5.257 3.781
H24 -3.174 1.216 2.510
H25 0.032 -1.295 5.936
H26 2.957 2.895 0.979
H27 -0.058 -3.944 2.550
H28 5.426 -1.203 -0.835
H29 4.447 2.111 1.463
H30 -3.782 -2.737 2.116
H31 -4.257 3.126 3.745
H32 0.010 -3.586 5.021
H33 -3.402 3.584 -3.857
H34 -3.537 -0.694 -2.167
H35 -2.986 -1.422 -0.638
H36 4.919 1.485 -0.633
H37 -2.393 2.261 -2.003
H38 4.241 -2.445 -0.474

Löwdin population analysis, charges in e, atoms 1 to 8: Cr 0.420; P 0.910; P 0.980; O -0.284; O -0.008; C -0.075; C -0.187; C -0.088